[1]
The following is a quantum chemistry calculation of C28H44BaBrN3P2 as an isolated structure in a non-equilibrium geometry, from OMol25.

## Properties
HOMO energy (alpha / beta) ... -12.3067 / -12.2868 eV
Energy relative to the best compared isomer or geometry (same formula, charge and spin) ... 74.9 kcal/mol
F_max ... 2.93 eV/Å
HOMO-LUMO gap (alpha / beta) ... 5.3 / 5.4 eV

Geometry as ORCA input:
```
! RIJCOSX wB97M-V def2-TZVPD def2/J DEFGRID3
* xyz 2 1
N 2.035 -4.476 6.525
C 0.757 -4.126 6.388
C 0.121 -4.029 5.143
C 0.865 -4.277 3.967
C 2.221 -4.647 4.143
C 2.745 -4.751 5.436
C 0.228 -4.268 2.658
Ba -1.401 -3.301 0.734
P -1.680 -2.251 -3.674
C 0.988 -4.088 1.481
C 1.842 -2.939 1.255
C 2.812 -2.956 0.197
C 3.366 -1.783 -0.251
C 2.744 -0.540 0.134
C 2.251 -0.549 1.481
C 1.748 -1.732 2.001
Br 1.170 -0.321 -1.654
H -0.787 -4.745 2.660
H 1.018 -4.873 0.704
H -0.939 -3.767 5.103
H 2.871 -4.897 3.304
H 0.207 -3.915 7.303
H 3.780 -5.064 5.587
H 3.090 -3.927 -0.228
H 1.310 -1.762 3.012
H 4.199 -1.779 -0.960
H 2.263 0.373 2.069
P 3.523 1.050 -0.455
C -2.067 -3.003 -2.092
C -3.108 -4.113 -2.257
H -2.445 -2.178 -1.461
H -1.087 -3.417 -1.755
H -3.598 -4.381 -1.310
H -3.900 -3.810 -2.951
H -2.664 -5.024 -2.674
C 0.086 -2.697 -3.938
C 0.644 -2.262 -5.296
H 0.142 -3.793 -3.823
H 0.651 -2.198 -3.122
H 1.656 -2.670 -5.410
H 0.037 -2.637 -6.131
H 0.726 -1.171 -5.379
C -1.565 -0.426 -3.419
C -2.563 0.366 -4.266
H -0.535 -0.135 -3.680
H -1.705 -0.221 -2.347
H -2.399 1.442 -4.119
H -2.437 0.147 -5.335
H -3.597 0.141 -3.972
C 2.237 2.309 -0.204
C 2.369 3.563 -1.057
H 2.202 2.545 0.866
H 1.285 1.798 -0.448
H 3.069 4.294 -0.630
H 2.672 3.335 -2.089
H 1.390 4.054 -1.105
C 3.938 0.778 -2.212
C 5.350 0.293 -2.519
H 3.702 1.700 -2.763
H 3.217 0.022 -2.581
H 6.078 1.106 -2.407
H 5.647 -0.554 -1.888
H 5.384 -0.054 -3.559
C 5.023 1.620 0.393
C 4.856 2.289 1.760
H 5.508 2.316 -0.310
H 5.686 0.746 0.481
H 4.657 1.547 2.542
H 5.787 2.810 2.020
H 4.046 3.026 1.771
N -1.706 0.424 3.455
C -1.801 1.190 2.288
C -1.801 0.301 1.255
N -1.708 -0.993 1.762
C -1.642 -0.872 3.100
H -1.719 0.778 4.412
H -1.885 2.258 2.299
H -1.876 0.459 0.185
H -1.618 -1.708 3.804
*
```

=====

[2]
The following is a quantum chemistry calculation of C28H44BrN3P2Sr as an isolated structure in a non-equilibrium geometry, from OMol25.

## Properties
HOMO energy ... -12.5706 eV
Energy relative to the best compared isomer or geometry (same formula, charge and spin) ... 47.2 kcal/mol
F_max ... 2.59 eV/Å
HOMO-LUMO gap ... 5.5 eV

Geometry as ORCA input:
```
! RIJCOSX wB97M-V def2-TZVPD def2/J DEFGRID3
* xyz 2 1
C 1.678 4.183 -1.181
C 0.801 3.916 -2.258
C 1.364 3.705 -3.533
C 2.758 3.598 -3.624
N 3.565 3.716 -2.570
C 3.055 4.021 -1.369
C -0.614 3.770 -2.011
C -1.715 3.612 -1.482
C -2.568 3.016 -0.463
C -2.703 1.622 -0.513
C -3.259 0.915 0.573
C -3.449 1.653 1.728
C -3.510 3.031 1.786
C -3.060 3.740 0.648
Sr -0.899 1.293 2.338
P 1.520 -0.403 0.104
H 0.747 3.603 -4.422
H 1.298 4.477 -0.204
H 3.227 3.399 -4.594
H 3.748 4.132 -0.526
H -3.076 4.830 0.599
H -2.398 1.088 -1.408
H -3.852 3.565 2.673
H -3.497 -0.145 0.490
C 2.182 -2.124 0.392
C 3.327 -2.697 -0.441
H 1.293 -2.769 0.275
H 2.462 -2.163 1.458
H 3.522 -3.729 -0.112
H 3.098 -2.747 -1.512
H 4.270 -2.151 -0.309
C 1.870 -0.031 -1.692
C 3.296 0.224 -2.158
H 1.254 0.866 -1.886
H 1.429 -0.854 -2.283
H 3.315 0.233 -3.258
H 3.662 1.208 -1.843
H 4.002 -0.552 -1.840
C 2.715 0.655 1.046
C 4.183 0.249 1.052
H 2.324 0.658 2.081
H 2.609 1.681 0.662
H 4.741 0.949 1.689
H 4.333 -0.756 1.462
H 4.640 0.296 0.056
Br -3.217 0.589 3.698
P -1.635 -1.689 -1.614
C -0.575 -2.711 -2.725
C -1.132 -4.055 -3.171
H 0.371 -2.848 -2.174
H -0.356 -2.072 -3.592
H -0.377 -4.573 -3.773
H -1.380 -4.704 -2.324
H -2.020 -3.954 -3.807
C -2.718 -2.912 -0.733
C -4.040 -3.319 -1.375
H -2.905 -2.429 0.243
H -2.090 -3.794 -0.544
H -4.579 -3.970 -0.676
H -4.695 -2.465 -1.588
H -3.920 -3.899 -2.300
C -2.800 -0.879 -2.812
C -3.169 -1.581 -4.108
H -2.281 0.064 -3.051
H -3.709 -0.609 -2.251
H -3.749 -0.868 -4.705
H -2.292 -1.879 -4.695
H -3.813 -2.450 -3.942
C 1.436 0.407 7.752
N 0.406 -0.051 6.805
C -0.838 -0.619 7.358
C 0.409 0.391 5.581
N 0.339 0.814 4.472
H 1.088 0.139 8.756
H 1.579 1.495 7.673
H 2.398 -0.075 7.533
H -1.711 -0.081 6.958
H -0.934 -1.675 7.067
H -0.780 -0.519 8.446
*
```

=====

[3]
The following is a quantum chemistry calculation of a 8-piece molecular cluster, C28H44ClIN2O23P overall, from OMol25.

## Properties
HOMO energy ... -12.0447 eV
F_max ... 0.48 eV/Å
HOMO-LUMO gap ... 7.2 eV

Geometry as ORCA input:
```
! RIJCOSX wB97M-V def2-TZVPD def2/J DEFGRID3
* xyz 1 1
C 2.986 -1.828 -5.350
C 1.770 -2.489 -4.717
N 0.854 -3.074 -5.716
C -0.509 -2.621 -5.605
C -0.737 -1.128 -5.993
N -0.628 -0.267 -4.755
I -0.264 1.747 -5.257
C -1.711 -0.577 -3.709
C -1.093 -0.275 -2.345
P -3.435 0.179 -3.836
O -3.393 0.417 -5.459
Cl -3.128 2.065 -3.079
C -2.016 -2.098 -3.862
O -0.853 -2.795 -4.239
H 3.345 -2.405 -6.211
H 2.776 -0.806 -5.692
H 3.812 -1.761 -4.638
H 1.224 -1.769 -4.106
H 2.081 -3.256 -4.003
H 1.217 -2.955 -6.654
H -1.160 -3.244 -6.234
H -1.716 -0.926 -6.429
H 0.041 -0.803 -6.687
H 0.244 -0.534 -4.280
H -0.325 -1.023 -2.107
H -1.853 -0.338 -1.561
H -0.646 0.723 -2.309
H -4.262 0.565 -5.849
H -2.311 -2.472 -2.876
H -2.850 -2.296 -4.556
C -0.957 0.231 1.617
C -1.289 -0.289 3.010
O -2.327 -1.240 2.721
C -2.214 -1.644 1.451
O -2.830 -2.545 0.961
O -1.312 -0.888 0.785
H 0.092 0.468 1.465
H -1.582 1.080 1.337
H -0.454 -0.820 3.468
H -1.677 0.456 3.698
C -6.126 -1.987 2.112
C -5.622 -3.398 1.876
O -6.669 -4.197 2.433
C -7.806 -3.469 2.467
O -8.885 -3.889 2.728
O -7.539 -2.171 2.160
H -5.880 -1.289 1.316
H -5.774 -1.580 3.062
H -5.547 -3.625 0.811
H -4.677 -3.628 2.354
C -5.838 0.881 6.671
C -5.543 0.229 5.330
O -4.153 0.508 5.159
C -3.597 0.726 6.378
O -2.429 0.822 6.571
O -4.562 0.817 7.317
H -6.572 0.356 7.275
H -6.122 1.929 6.568
H -5.681 -0.854 5.354
H -6.089 0.656 4.493
C 4.590 1.791 -1.389
C 5.371 0.499 -1.558
O 4.316 -0.458 -1.773
C 3.233 0.194 -2.217
O 2.233 -0.346 -2.608
O 3.397 1.522 -2.149
H 5.080 2.674 -1.787
H 4.296 1.959 -0.353
H 6.021 0.504 -2.433
H 5.933 0.233 -0.668
C 0.201 4.580 -1.225
C 1.265 4.024 -2.160
O 2.459 4.584 -1.625
C 2.252 4.896 -0.320
O 3.099 5.221 0.443
O 0.936 4.761 -0.016
H -0.631 3.905 -1.039
H -0.177 5.548 -1.556
H 1.337 2.934 -2.110
H 1.153 4.343 -3.194
C 4.278 -2.050 1.875
C 5.301 -2.361 2.958
O 6.323 -1.389 2.689
C 5.775 -0.360 2.030
O 6.303 0.691 1.811
O 4.517 -0.655 1.635
H 3.245 -2.183 2.184
H 4.469 -2.595 0.950
H 4.913 -2.181 3.960
H 5.736 -3.354 2.896
C 4.148 2.363 3.545
C 3.943 3.620 4.374
O 2.580 3.485 4.787
C 2.234 2.180 4.743
O 1.219 1.723 5.158
O 3.208 1.460 4.134
H 5.146 1.941 3.597
H 3.872 2.509 2.498
H 4.578 3.638 5.261
H 4.055 4.548 3.820
*
```

=====

[4]
The following is a quantum chemistry calculation of C28H44N4O4RuS5 as an isolated structure in a non-equilibrium geometry, from OMol25.

## Properties
HOMO energy (alpha / beta) ... -9.9135 / -9.8847 eV
<S²> ... 0.80
F_max ... 2.43 eV/Å
HOMO-LUMO gap (alpha / beta) ... 6.7 / 6.7 eV

Geometry as ORCA input:
```
! RIJCOSX wB97M-V def2-TZVPD def2/J DEFGRID3
* xyz 1 2
Ru 0.443 0.104 -0.205
O -1.567 1.578 2.927
C -1.266 0.771 2.053
O -0.156 0.186 1.876
C -2.280 0.451 0.982
C -3.629 0.322 1.265
C -4.504 0.061 0.225
C -3.999 -0.003 -1.066
C -2.639 0.141 -1.261
N -1.782 0.336 -0.255
H -3.959 0.433 2.288
H -5.560 -0.079 0.413
H -4.646 -0.173 -1.915
H -2.213 0.099 -2.253
C 3.588 -0.717 -1.588
O 3.046 0.032 -0.503
C 3.655 1.313 -0.372
C 3.732 1.699 1.085
O 2.443 1.692 1.651
C 2.445 2.024 3.032
H 4.675 -0.767 -1.493
H 3.323 -0.275 -2.550
H 3.174 -1.717 -1.519
H 3.104 2.047 -0.971
H 4.680 1.264 -0.750
H 4.190 2.694 1.174
H 4.372 0.984 1.618
H 3.163 1.404 3.575
H 1.442 1.828 3.408
H 2.714 3.077 3.174
N -2.003 5.562 -0.214
C -0.773 4.810 0.218
C -1.062 3.311 0.183
N 0.146 2.508 0.109
H -1.900 6.569 -0.092
H -2.818 5.262 0.324
H -2.211 5.386 -1.230
H -0.500 5.142 1.218
H 0.021 5.079 -0.477
H -1.685 3.093 -0.689
H -1.619 3.022 1.076
H 0.750 2.785 -0.659
H 0.697 2.545 0.964
C -3.116 -0.168 -5.586
S -1.496 -0.210 -4.780
C -1.409 1.390 -4.074
C -0.435 1.722 -3.196
S 0.844 0.727 -2.585
S -0.416 3.424 -2.800
C -1.918 3.872 -3.456
S -2.670 5.326 -3.148
S -2.575 2.639 -4.460
H -3.319 -1.193 -5.888
H -3.103 0.466 -6.471
H -3.895 0.154 -4.897
C -0.675 -4.413 4.076
C 0.242 -3.511 3.293
C 1.391 -2.985 3.871
C 2.222 -2.111 3.174
C 3.450 -1.544 3.834
C 1.895 -1.776 1.874
C 0.765 -2.322 1.243
C -0.055 -3.187 1.979
N 0.515 -1.964 -0.079
C 0.070 -3.001 -1.054
C 0.309 -4.449 -0.594
C -1.405 -2.798 -1.389
C 0.893 -2.819 -2.334
H -0.178 -4.805 4.962
H -1.008 -5.256 3.470
H -1.563 -3.871 4.404
H 1.644 -3.257 4.891
H 3.984 -2.309 4.396
H 3.177 -0.754 4.537
H 4.133 -1.123 3.096
H 2.549 -1.134 1.299
H -0.978 -3.549 1.548
H -0.493 -4.845 0.024
H 1.249 -4.552 -0.053
H 0.365 -5.074 -1.486
H -2.025 -2.789 -0.490
H -1.739 -3.607 -2.040
H -1.527 -1.860 -1.923
H 1.914 -3.168 -2.181
H 0.906 -1.781 -2.654
H 0.449 -3.418 -3.130
*
```

=====

[5]
The following is a quantum chemistry calculation of a 2-piece molecular cluster, C28H44N5O3S2 overall in a non-equilibrium geometry, from OMol25.

## Properties
HOMO energy ... -1.3700 eV
F_max ... 7.75 eV/Å
HOMO-LUMO gap ... 1.5 eV

Geometry as ORCA input:
```
! RIJCOSX wB97M-V def2-TZVPD def2/J DEFGRID3
* xyz -1 1
C -2.884 1.841 1.300
C -2.386 2.951 2.410
C -1.852 4.366 1.768
C -0.686 4.129 0.636
C 0.351 2.972 1.181
C 1.621 2.956 0.105
C 1.259 2.250 -1.330
N 1.156 0.741 -1.297
C 2.047 -0.315 -0.677
C 3.411 -0.073 0.200
C 3.009 -0.224 1.816
C 2.626 -1.759 2.249
S 3.638 -2.394 3.739
C 2.933 -4.082 4.273
S 3.603 -5.065 5.492
N 1.699 -4.589 3.560
C 1.939 -5.897 2.833
C 0.587 -6.375 1.976
O -0.596 -6.464 2.864
C -0.811 -5.155 3.558
C 0.529 -4.809 4.495
C 1.508 -1.836 -0.970
N 0.258 -1.488 -1.776
C -0.471 -2.734 -2.227
C -2.017 -3.146 -1.929
C -2.596 -4.527 -2.498
N -1.965 -5.630 -3.275
C -0.560 -5.206 -3.525
C 0.253 -3.886 -3.121
C -0.006 -0.013 -1.977
N -1.189 0.585 -2.707
C -0.903 0.876 -4.018
C 0.573 1.199 -4.653
C -2.207 0.953 -5.052
H -2.592 0.758 1.697
H -2.384 1.948 0.246
H -4.039 1.955 1.149
H -1.618 2.446 3.149
H -3.346 3.221 3.055
H -2.763 4.885 1.210
H -1.375 5.088 2.586
H -1.238 3.791 -0.358
H -0.153 5.156 0.361
H -0.096 1.891 1.220
H 0.767 3.357 2.223
H 1.827 4.107 -0.136
H 2.592 2.561 0.625
H 0.177 2.650 -1.634
H 2.011 2.548 -2.197
H 3.927 0.956 -0.042
H 4.131 -0.995 -0.013
H 3.867 0.160 2.528
H 2.057 0.444 2.085
H 2.771 -2.563 1.410
H 1.491 -1.857 2.604
H 2.840 -5.748 2.088
H 2.167 -6.783 3.593
H 0.368 -5.559 1.136
H 0.822 -7.410 1.445
H -0.996 -4.296 2.762
H -1.765 -5.319 4.237
H 0.228 -3.862 5.125
H 0.653 -5.764 5.200
H 1.933 -2.886 -0.650
H -2.704 -2.426 -1.298
H -3.752 -4.725 -2.262
H 0.067 -6.013 -4.148
H 1.372 -3.746 -3.464
H 0.427 1.271 -5.835
H 1.374 0.381 -4.408
H 0.906 2.298 -4.330
H -2.095 1.845 -5.836
H -2.436 -0.076 -5.562
H -3.132 1.249 -4.376
O -1.097 7.211 0.296
C -1.554 8.305 -0.329
C -1.985 7.922 -1.823
O -2.426 9.020 -2.454
H -0.857 9.155 -0.429
H -2.436 8.803 0.114
H -2.697 7.084 -1.720
H -1.112 7.408 -2.263
*
```